1.
8
Properties=species:S:1:pos:R:3:forces:R:3 method="wB97M-V/def2-TZVPD" lumo_ev="-0.941 / -0.941" homo_ev="-9.29 / -9.29" homo_lumo_gap_ev="8.352 / 8.351" smiles="C#[N+][S-].N=C=O" e_above_lowest_ev=2.8137
S -1.014 0.268 -2.562 -0.555 -0.337 -0.687
O 0.867 -0.383 2.172 2.130 -0.225 0.674
N -1.050 -0.637 0.896 -0.680 -1.310 1.363
N 0.092 0.392 -1.457 0.488 0.814 1.015
C 0.045 -0.530 1.379 -1.967 0.234 1.299
C 0.663 0.541 -0.446 4.036 1.008 -1.013
H -1.323 -0.374 0.006 -0.920 0.185 -1.776
H 1.720 0.724 0.013 -2.531 -0.368 -0.874

=====

2.
65
Properties=species:S:1:pos:R:3:forces:R:3 method="wB97M-V/def2-TZVPD" lumo_ev=3.745 homo_ev=-6.01 charge=-2 homo_lumo_gap_ev=9.759 e_above_lowest_ev=2.1412
O 0.840 1.109 0.079 0.170 -0.781 0.723
O -6.672 0.323 3.053 1.672 -1.029 -2.013
O -2.770 -0.154 -2.280 -0.668 -1.763 4.582
O 3.856 -0.801 -2.207 -0.891 0.592 0.003
O 0.397 -0.300 -1.831 0.506 0.177 1.260
O -3.333 -1.862 0.842 0.873 -0.722 -2.032
O 4.407 1.911 -0.313 0.107 -0.179 0.275
O 4.679 -4.164 -0.984 0.131 -0.168 0.313
O -0.095 2.212 -5.152 -0.146 0.478 -0.193
O -0.634 2.626 -2.120 0.018 0.395 0.070
O 0.891 4.266 0.877 0.142 0.558 -0.816
O 1.551 3.871 3.712 0.244 0.427 0.325
O -3.793 0.128 -0.298 -1.426 2.163 1.834
O -2.216 -2.856 -0.966 -2.843 3.777 3.106
O -4.100 1.088 4.053 -0.380 -2.150 -3.036
O -1.397 0.337 5.237 0.488 0.245 0.582
O -0.833 -3.986 1.217 0.262 -0.527 0.541
O 5.664 0.456 -3.959 0.505 0.287 -0.505
O 2.344 -0.771 -0.608 -0.991 0.577 2.518
O -1.678 4.038 2.834 -0.258 0.428 0.377
O -0.651 -3.004 -3.188 0.457 -0.389 -0.680
O 0.172 -1.084 0.452 -0.576 -1.394 0.421
O -3.328 0.114 2.112 -0.987 0.572 0.812
O 3.154 -3.496 -3.692 -0.102 -0.437 -0.223
O -2.428 -2.368 3.907 -0.252 -0.231 0.686
O 0.158 1.879 2.079 0.211 -0.562 -0.287
O 1.357 0.032 -3.808 0.673 -0.344 1.892
O -5.386 -0.666 1.331 -1.126 0.787 0.953
O -0.738 -0.759 2.525 1.232 0.472 -2.453
C -4.283 0.444 3.002 1.949 2.743 2.387
C -2.807 -1.880 -0.377 2.616 -3.858 -3.029
C -5.635 0.044 2.464 -1.164 -0.379 0.588
C -0.192 -0.381 1.496 -1.051 -1.849 2.719
C -3.063 -0.510 -1.095 1.731 -0.633 -5.677
C 1.436 -0.206 -2.605 0.023 0.604 -3.334
C 2.737 -0.540 -1.789 0.577 -1.135 -1.893
C 0.282 0.985 1.274 0.196 3.141 0.485
B -3.952 -0.571 0.976 -0.993 0.723 1.465
B 0.923 -0.274 -0.432 0.379 -0.028 -1.874
H -0.690 2.098 -1.324 0.035 -0.035 0.143
H 3.891 1.982 -1.117 -0.215 0.072 -0.229
H 4.904 -4.630 -1.790 -0.144 -0.121 -0.239
H 3.993 -3.543 -4.150 0.158 0.149 -0.176
H 3.305 -2.879 -2.976 0.014 0.246 0.234
H -3.343 -2.385 3.623 -0.152 -0.100 -0.039
H 5.079 -0.017 -3.367 -0.598 -0.312 0.316
H -0.828 1.850 -5.650 -0.191 -0.089 -0.044
H 0.849 3.241 3.875 -0.260 -0.226 0.050
H -0.614 -2.052 -3.286 -0.116 0.284 0.049
H -1.174 3.228 2.756 0.124 -0.370 -0.157
H -0.569 1.985 -2.828 -0.146 -0.108 -0.327
H -0.293 -3.210 1.370 0.090 0.138 0.004
H -1.457 -3.163 -2.698 -0.124 0.177 0.368
H -1.776 4.348 1.934 0.029 -0.036 -0.282
H 2.229 3.365 3.264 0.156 -0.150 -0.097
H -1.437 -3.724 0.522 -0.165 0.067 -0.464
H 1.155 3.447 1.297 -0.215 -0.133 0.121
H -2.024 0.826 4.704 -0.409 0.122 -0.202
H -1.982 -1.839 3.245 0.302 0.043 -0.473
H 0.586 4.818 1.598 0.043 -0.025 0.392
H 5.106 2.556 -0.419 0.110 0.185 -0.019
H 0.339 1.448 -4.773 0.406 -0.536 0.193
H 6.324 0.843 -3.385 0.117 0.071 0.112
H 4.990 -3.270 -1.130 -0.004 0.387 0.019
H -1.430 -0.554 4.889 -0.153 -0.289 -0.124

=====

3.
17
Properties=species:S:1:pos:R:3:forces:R:3 method="wB97M-V/def2-TZVPD" lumo_ev=0.315 homo_ev=-8.32 homo_lumo_gap_ev=8.639 e_above_lowest_ev=4.1659
O -1.852 0.362 -1.187 3.094 -3.417 0.093
N 1.020 -0.808 0.489 2.237 -0.199 -0.089
C 0.727 1.553 -0.764 1.221 0.541 -1.562
C 0.671 -2.068 -0.024 -3.988 2.307 -0.321
C -0.758 0.793 1.046 2.369 -0.507 6.802
C -0.769 -1.911 -0.510 3.552 0.701 -1.628
C -0.878 -0.377 -0.787 -3.893 0.012 -0.057
C 0.177 0.353 0.008 0.613 -2.293 -0.993
H 1.356 2.122 -0.131 0.650 0.665 1.241
H 1.546 1.348 -1.630 -2.692 0.120 1.446
H -1.276 1.612 0.705 -1.207 1.940 -0.244
H -1.413 -2.641 -1.111 1.360 1.037 1.077
H -1.434 0.009 1.334 -0.374 -0.274 0.028
H -0.157 2.304 -0.967 1.762 -1.960 -0.364
H 1.420 -2.946 0.039 -1.760 1.510 0.210
H 1.787 -0.693 1.218 -1.454 -0.151 -1.785
H -0.167 0.988 2.273 -1.489 -0.033 -3.854

=====

4.
64
Properties=species:S:1:pos:R:3:forces:R:3 method="wB97M-V/def2-TZVPD" lumo_ev=-3.927 homo_ev=-11.92 charge=+1 homo_lumo_gap_ev=7.994
I 4.398 -0.687 -2.725 -0.314 -0.255 0.576
I 0.716 -0.291 -3.971 0.338 0.144 0.326
I 2.557 2.363 -0.088 -0.217 0.060 -0.509
Br -2.921 -6.676 4.644 -0.063 0.038 -0.116
Br 2.530 7.501 -6.254 0.026 -0.136 0.093
Br 0.503 -0.557 6.127 -0.088 0.030 -0.063
Br 3.796 6.121 -3.668 -0.064 -0.046 -0.065
Br -3.420 -6.451 1.502 -0.006 0.010 0.025
Br 6.305 3.402 -1.636 -0.005 -0.070 0.087
Br -5.622 -5.380 3.547 0.129 -0.059 -0.037
Br 7.980 3.576 1.076 -0.106 -0.088 -0.097
Br 2.419 4.330 -5.922 0.062 0.183 -0.207
Br -1.563 0.908 4.188 0.028 -0.010 0.021
Br -2.452 0.095 7.141 0.117 0.009 -0.128
Br 6.491 0.866 0.290 0.036 0.071 0.043
O -0.219 -0.084 0.004 -0.046 -0.168 0.385
N 0.967 -0.752 -0.083 0.302 -0.512 -0.266
N -1.354 -3.396 2.753 0.266 -0.284 -0.559
C 2.508 -2.266 0.854 1.030 -0.315 -0.358
C -2.265 2.100 -0.316 -1.005 0.104 0.421
C -3.861 1.172 -1.975 0.505 0.047 0.038
C 2.416 6.035 -5.015 -0.014 0.101 -0.012
C -3.273 0.954 -0.554 0.303 -0.025 -1.460
C -2.898 -1.129 0.851 0.199 -0.796 -0.713
C 1.514 0.499 -2.170 -0.482 -0.128 0.808
C -0.483 -3.144 1.875 -0.215 0.812 0.197
C -1.350 -0.357 5.632 -0.080 -0.146 0.071
C 3.416 -2.043 -0.167 -0.148 0.153 -0.022
C -2.645 -0.479 -0.529 -0.546 0.315 1.370
C 1.826 -0.501 -1.094 0.228 0.790 -1.556
C 0.403 -1.904 2.077 0.362 -0.392 -0.140
C 1.564 2.876 -2.995 0.660 0.278 0.349
C -4.237 -6.681 3.238 -0.060 0.023 0.138
C 1.300 -1.615 0.891 -0.833 -0.268 1.452
C -1.194 -0.519 -1.002 -0.429 0.307 -1.159
C 1.774 1.792 -1.978 -0.589 -0.021 -0.340
C 6.464 2.794 0.188 0.042 0.103 0.001
C 3.056 -1.136 -1.151 0.555 -0.097 -0.476
H -1.123 0.201 -1.828 0.120 -0.211 0.205
H 1.088 -2.176 2.894 -0.184 0.208 -0.131
H -4.566 0.382 -2.263 -0.068 0.322 0.176
H -3.037 1.127 -2.711 -0.208 0.007 0.171
H -2.173 -0.824 1.612 -0.345 0.060 -0.083
H -4.305 2.169 -2.084 -0.109 -0.316 0.056
H -1.617 2.194 -1.196 0.190 -0.004 0.404
H -2.837 -2.219 0.712 0.160 0.238 0.319
H -3.925 -0.948 1.185 0.315 0.195 -0.002
H -2.844 3.033 -0.245 0.244 -0.162 -0.082
H 1.467 6.121 -4.503 0.037 -0.011 -0.020
H 1.018 2.561 -3.886 -0.006 -0.174 0.319
H -1.873 -4.230 2.467 -0.070 -0.008 0.319
H -0.156 -1.034 2.423 -0.129 -0.140 -0.206
H -3.216 -1.081 -1.253 0.334 0.138 0.022
H 2.562 3.195 -3.332 -0.247 0.030 0.117
H 1.078 3.756 -2.557 0.083 -0.238 -0.015
H -4.109 0.977 0.155 0.367 0.072 0.036
H 4.385 -2.535 -0.189 -0.206 0.048 0.018
H -0.880 -1.482 -1.429 -0.135 0.016 0.507
H -4.705 -7.656 3.240 0.035 0.031 -0.040
H 2.779 -2.960 1.644 -0.269 0.192 -0.041
H -1.687 -1.318 5.263 0.033 0.038 -0.036
H -1.719 2.013 0.632 0.157 -0.105 -0.353
H 5.579 3.128 0.713 0.021 -0.027 -0.035
H -0.330 -3.728 0.952 -0.001 0.039 0.257